Record 1
C22H18Br3N7SSeSn | ωB97M-V/def2-TZVPD

```
53
C22H18Br3N7SSeSn, DFT ωB97M-V/def2-TZVPD
Sn 1.112 -0.389 0.159
N -1.219 -3.526 -1.624
C -2.319 -2.746 -1.336
C -3.614 -3.189 -1.107
C -4.407 -2.490 -0.172
C -3.876 -1.351 0.471
C -2.645 -0.794 0.184
C -1.825 -1.425 -0.925
N -0.371 -1.693 -0.710
C -0.101 -2.884 -1.172
C 1.203 -3.473 -1.384
C 1.409 -4.736 -1.886
S 3.042 -5.105 -1.899
C 3.409 -3.594 -1.149
N 2.384 -2.805 -0.916
H -1.232 -4.373 -2.195
H -4.052 -4.081 -1.602
H -5.415 -2.850 0.059
H -4.477 -0.970 1.229
H -2.279 0.058 0.798
H 0.658 -5.399 -2.220
H 4.455 -3.251 -1.032
C 1.041 4.524 3.366
C 0.525 3.102 3.368
C -0.261 2.449 4.368
C -0.507 1.107 4.264
C -0.144 0.482 3.063
Br -0.562 -1.401 2.844
N 0.480 1.063 2.073
C 0.982 2.329 2.330
H 2.044 4.537 3.719
H 0.436 5.209 3.978
H 1.102 4.925 2.325
H -0.657 2.971 5.271
H -0.991 0.469 5.024
H 1.768 2.635 1.662
Br 4.546 -0.410 1.527
C 4.707 1.313 0.690
Br 3.753 1.274 -1.056
H 5.763 1.398 0.399
H 4.255 2.130 1.181
Se -3.120 -0.383 -3.577
N -2.407 1.132 -4.105
C -1.381 1.536 -3.326
C -0.609 2.688 -3.525
C 0.346 2.971 -2.557
C 0.592 2.131 -1.533
N 0.000 0.951 -1.379
C -1.048 0.681 -2.145
N -1.884 -0.371 -2.089
H -0.938 3.421 -4.282
H 0.974 3.872 -2.623
H 1.353 2.330 -0.823
```

## Properties
* total charge: +4
* multiplicity: 1

Record 2
C22H18Cl3NO2PtSe3SiTe | ωB97M-V/def2-TZVPD

```
52
C22H18Cl3NO2PtSe3SiTe, DFT ωB97M-V/def2-TZVPD
Pt 0.382 1.153 0.765
Se 0.302 1.630 3.198
Se -1.874 1.282 3.939
Te -2.508 -1.166 3.469
Se -2.347 -1.472 1.036
C -1.323 2.006 0.425
C -2.274 2.743 0.266
C -3.400 3.596 0.094
C -4.039 4.175 1.200
C -5.080 5.075 1.031
C -5.520 5.417 -0.242
C -4.911 4.833 -1.347
C -3.871 3.933 -1.184
H -3.693 3.904 2.189
H -5.551 5.517 1.902
H -6.324 6.132 -0.372
H -5.249 5.085 -2.346
H -3.392 3.478 -2.042
C 4.694 0.593 3.925
O 4.970 -0.433 2.980
C 4.020 -1.417 2.879
C 3.328 -1.892 3.980
C 2.390 -2.900 3.840
C 2.142 -3.448 2.590
C 2.835 -2.978 1.491
C 3.764 -1.954 1.618
N 4.500 -1.569 0.474
C 5.043 -0.383 0.139
C 4.697 0.920 0.433
C 5.683 1.925 0.147
C 5.445 3.238 0.351
C 4.166 3.646 0.847
C 3.174 2.759 1.084
C 3.371 1.343 0.874
O 2.435 0.518 0.984
H 5.248 1.474 3.601
H 5.026 0.308 4.928
H 3.625 0.820 3.956
H 3.510 -1.453 4.951
H 1.822 -3.228 4.697
H 1.376 -4.197 2.459
H 2.603 -3.356 0.501
H 4.379 -2.202 -0.304
H 5.923 -0.502 -0.492
H 6.644 1.598 -0.236
H 6.204 3.977 0.127
H 3.971 4.700 1.006
H 2.189 3.078 1.405
Cl 1.963 -0.849 -1.982
Si 0.719 0.825 -1.483
Cl 1.883 2.373 -2.402
Cl -0.810 0.605 -2.910
```

## Properties
* total charge: -2
* multiplicity: 1

Record 3
C22H18F2N4OS | ωB97M-V/def2-TZVPD

```
48
C22H18F2N4OS, DFT ωB97M-V/def2-TZVPD
F 2.698 1.187 -3.392
C 3.686 1.244 -2.348
C 5.032 1.011 -2.534
C 5.960 1.083 -1.505
C 5.526 1.591 -0.291
C 4.173 1.888 -0.105
F 3.937 2.352 1.158
C 3.219 1.665 -1.064
C 1.761 1.963 -0.810
N 0.863 1.457 -0.007
C -0.355 2.085 0.053
C -1.591 1.763 0.723
N -1.609 0.798 1.628
C -2.693 -0.092 1.842
C -3.567 0.136 2.901
N -4.570 -0.635 3.395
C -4.689 -1.734 2.680
C -3.860 -2.152 1.606
C -2.852 -1.339 1.155
O -2.175 -1.674 0.036
C -0.797 -2.216 0.220
C -0.675 -3.742 0.388
C 0.809 -4.033 -0.089
N 0.948 -3.029 -1.140
C 0.084 -1.909 -0.986
C -2.761 2.530 0.600
C -2.834 3.542 -0.429
C -1.672 3.657 -1.336
C -0.491 2.940 -1.066
S 1.045 3.204 -1.820
H 5.223 0.902 -3.574
H 7.079 0.964 -1.753
H 6.201 2.010 0.439
H -0.655 0.377 1.566
H -3.440 1.062 3.319
H -5.550 -2.334 2.943
H -4.234 -3.014 1.019
H -0.293 -1.690 1.110
H -1.038 -4.003 1.429
H -1.410 -4.239 -0.315
H 0.950 -5.120 -0.265
H 1.563 -3.691 0.575
H 1.778 -2.863 -1.582
H -0.461 -1.656 -1.910
H 0.795 -1.066 -0.863
H -3.660 2.355 1.203
H -3.736 4.181 -0.579
H -1.661 4.280 -2.224
```

## Properties
* total charge: 0
* multiplicity: 1

Record 4
C22H18FN2O5S2SeW | ωB97M-V/def2-TZVPD

```
52
C22H18FN2O5S2SeW, DFT ωB97M-V/def2-TZVPD
W 1.887 -0.137 0.571
C -1.147 -3.334 1.556
C -0.008 -2.359 1.641
N 0.286 -1.612 0.617
N -0.533 -1.825 -0.490
C -0.042 -1.404 -1.602
S 1.449 -0.569 -1.817
S -1.003 -1.897 -3.005
C -0.792 -0.506 -4.159
C -1.810 0.582 -3.959
C -1.684 1.493 -2.912
C -2.640 2.480 -2.728
C -3.731 2.569 -3.583
C -3.862 1.666 -4.627
C -2.904 0.679 -4.811
C 0.755 -2.275 2.888
C 0.785 -3.375 3.759
C 1.477 -3.337 4.949
C 2.145 -2.168 5.314
C 2.126 -1.068 4.486
C 1.455 -1.114 3.260
O 1.466 -0.032 2.487
H -1.962 -2.897 0.987
H -1.488 -3.616 2.548
H -0.834 -4.231 1.015
H -0.890 -0.945 -5.152
H 0.226 -0.138 -4.052
H -0.837 1.431 -2.236
H -2.529 3.183 -1.913
H -4.474 3.343 -3.434
H -4.709 1.729 -5.300
H -3.007 -0.027 -5.627
H 0.277 -4.287 3.477
H 1.504 -4.209 5.590
H 2.694 -2.126 6.247
H 2.653 -0.158 4.735
O 3.466 -1.565 1.059
Se 4.740 -0.570 0.593
O 5.516 -1.096 -0.702
O 3.615 0.695 0.112
O 5.618 -0.060 1.830
F -1.677 5.050 -0.025
C -0.912 3.930 0.114
C -1.353 2.922 0.944
C -0.568 1.781 1.069
C 0.638 1.613 0.375
C 1.024 2.676 -0.456
C 0.268 3.834 -0.593
H -2.289 3.035 1.477
H -0.912 0.997 1.736
H 1.950 2.599 -1.016
H 0.577 4.648 -1.237
```

## Properties
* total charge: -1
* multiplicity: 3

Record 5
C22H18HfN2O7S | ωB97M-V/def2-TZVPD

```
51
C22H18HfN2O7S, DFT ωB97M-V/def2-TZVPD
Hf -0.373 0.004 0.075
O 2.194 -0.796 2.844
C 1.281 -1.174 2.177
O 1.202 -0.981 0.840
C 0.068 -1.911 2.757
C -0.630 -2.754 1.689
C -1.667 -3.695 2.284
C -2.822 -2.732 2.650
C -2.239 -1.384 2.268
O -1.473 -1.720 1.045
C -1.109 -0.967 3.227
C -0.858 0.533 3.091
O -0.774 1.290 4.007
O -0.789 0.910 1.796
H 0.427 -2.506 3.594
H 0.026 -3.184 0.940
H -1.262 -4.225 3.144
H -1.982 -4.434 1.551
H -3.093 -2.760 3.703
H -3.714 -2.939 2.063
H -2.958 -0.605 2.025
H -1.368 -1.161 4.264
O -7.160 2.211 2.502
C -7.113 1.319 1.496
O -8.093 0.715 1.173
C -5.789 1.110 0.811
C -5.669 -0.025 0.014
C -4.487 -0.298 -0.648
C -3.409 0.579 -0.538
C -3.530 1.727 0.238
C -4.714 1.986 0.911
N -2.158 0.271 -1.143
C -2.144 -0.198 -2.401
C -0.933 -0.725 -2.894
C -0.758 -1.179 -4.214
C 0.455 -1.686 -4.595
C 1.507 -1.749 -3.662
C 1.289 -1.294 -2.391
N 0.100 -0.780 -1.989
H -6.287 2.553 2.721
H -6.520 -0.689 -0.066
H -4.386 -1.203 -1.234
H -2.704 2.423 0.310
H -4.782 2.903 1.484
H -3.032 -0.157 -3.020
H -1.587 -1.121 -4.906
H 0.604 -2.040 -5.606
H 2.471 -2.152 -3.932
H 2.063 -1.332 -1.634
S 1.834 3.151 -0.563
C 0.957 1.956 -0.393
```

## Properties
* total charge: +1
* multiplicity: 2

Record 6
C22H18N2PPdSe2 | ωB97M-V/def2-TZVPD

```
46
C22H18N2PPdSe2, DFT ωB97M-V/def2-TZVPD
Pd -0.264 -1.345 -1.037
Se 0.338 0.328 -2.709
P 1.341 1.025 -0.946
Se 1.962 -0.763 0.116
C 2.680 2.144 -1.332
C 3.907 2.052 -0.685
C 4.919 2.954 -0.986
C 4.708 3.941 -1.935
C 3.485 4.030 -2.592
C 2.472 3.133 -2.295
C 0.150 1.964 0.023
C 0.066 1.787 1.400
C -0.846 2.523 2.146
C -1.674 3.441 1.519
C -1.591 3.626 0.141
C -0.684 2.891 -0.608
H 4.088 1.279 0.052
H 5.873 2.878 -0.482
H 5.503 4.638 -2.171
H 3.326 4.796 -3.340
H 1.527 3.198 -2.823
H 0.709 1.066 1.885
H -0.902 2.377 3.217
H -2.380 4.016 2.105
H -2.235 4.345 -0.350
H -0.644 3.023 -1.682
C 0.910 -5.377 0.038
C -0.120 -5.804 0.854
C -1.190 -4.957 1.098
C -1.196 -3.703 0.522
N -0.189 -3.292 -0.270
C 0.843 -4.108 -0.505
C -2.308 -2.720 0.719
C -3.385 -2.933 1.558
C -4.358 -1.949 1.661
C -4.225 -0.782 0.928
C -3.118 -0.643 0.112
N -2.187 -1.595 0.011
H 1.760 -6.007 -0.180
H -0.100 -6.790 1.299
H -2.007 -5.282 1.725
H 1.622 -3.721 -1.146
H -3.471 -3.844 2.133
H -5.209 -2.099 2.313
H -4.959 0.011 0.978
H -2.946 0.247 -0.479
```

## Properties
* total charge: +1
* multiplicity: 1

Record 7
C22H18N4O4 | ωB97M-V/def2-TZVPD

```
48
C22H18N4O4, DFT ωB97M-V/def2-TZVPD
C 8.583 3.481 -2.586
O 7.315 2.975 -2.692
C 6.903 2.263 -1.543
O 7.380 2.349 -0.398
C 5.831 1.340 -1.731
C 5.640 0.701 -2.935
C 4.489 0.010 -3.194
C 3.658 -0.172 -2.241
C 3.839 0.325 -0.938
C 4.945 1.146 -0.611
C 2.835 0.023 0.187
C 1.604 -0.765 -0.223
C 0.395 -0.574 0.691
N 0.531 -0.404 1.933
C -0.750 -0.239 2.399
C -1.225 -0.063 3.750
C -2.659 -0.064 3.883
C -3.586 -0.180 2.855
C -5.037 0.075 2.847
C -5.852 -0.922 2.449
C -7.237 -0.801 2.781
N -7.719 0.286 3.435
C -6.725 1.183 3.740
N -7.246 2.278 4.302
N -5.423 1.071 3.488
C -2.970 -0.336 1.621
C -1.626 -0.456 1.384
O -0.814 -0.775 0.271
C 1.420 -0.403 -1.648
O 2.481 -0.799 -2.453
H 9.408 2.774 -2.156
H 8.617 4.321 -1.914
H 8.746 3.753 -3.632
H 6.231 0.864 -3.811
H 4.329 -0.476 -4.177
H 4.979 1.605 0.394
H 3.372 -0.541 1.006
H 2.545 0.944 0.740
H 1.881 -1.822 -0.190
H -0.559 0.236 4.545
H -2.976 0.358 4.810
H -5.443 -1.791 1.826
H -7.753 -1.690 2.614
H -6.673 2.601 4.977
H -8.246 2.144 4.441
H -3.684 -0.153 0.844
H 0.549 -0.953 -1.974
H 1.098 0.672 -1.765
```

## Properties
* total charge: 0
* multiplicity: 1

Record 8
C22H19AsNO13S2Sn | ωB97M-V/def2-TZVPD

```
59
C22H19AsNO13S2Sn, DFT ωB97M-V/def2-TZVPD
Sn -1.325 -0.279 -0.115
O -0.498 -0.374 7.148
C -1.235 -1.111 6.469
O -2.089 -1.950 6.797
C -1.071 -0.938 4.940
C -0.532 0.238 4.426
C -0.503 0.432 3.061
N -0.922 -0.502 2.204
C -1.386 -1.660 2.686
C -1.495 -1.908 4.039
C -1.762 -2.675 1.634
O -1.797 -3.859 1.905
O -1.991 -2.185 0.447
H -0.156 0.978 5.119
H -0.120 1.343 2.618
H -1.919 -2.835 4.397
O 2.655 0.040 2.259
As 3.192 -0.815 0.856
O 4.601 -0.253 0.314
O 1.783 -0.510 -0.292
C 2.784 -2.611 1.345
C 3.491 -3.192 2.391
C 3.094 -4.420 2.893
C 1.968 -5.044 2.377
C 1.257 -4.482 1.329
C 1.682 -3.280 0.809
S 1.626 -1.743 -1.236
O 2.935 -2.224 -1.546
O 0.719 -1.440 -2.278
O 0.928 -2.782 -0.268
H 2.424 0.947 1.974
H 4.348 -2.670 2.798
H 3.650 -4.880 3.698
H 1.632 -5.987 2.788
H 0.355 -4.935 0.940
C -4.687 4.466 0.132
C -3.254 4.032 -0.010
C -2.429 3.913 1.104
C -1.107 3.520 0.969
C -0.608 3.239 -0.292
C -1.415 3.330 -1.415
C -2.732 3.735 -1.266
S 1.112 2.784 -0.470
C 1.743 4.464 -0.421
O 1.526 2.224 0.862
H -4.916 4.735 1.162
H -5.360 3.659 -0.165
H -4.896 5.325 -0.507
H -2.823 4.120 2.090
H -0.462 3.431 1.833
H -1.025 3.082 -2.395
H -3.370 3.806 -2.139
H 1.461 4.896 0.537
H 1.311 5.031 -1.246
H 2.827 4.415 -0.512
O -3.402 0.094 -1.471
C -3.888 0.575 -0.436
O -3.249 0.723 0.646
H -4.951 0.864 -0.431
```

## Properties
* total charge: -1
* multiplicity: 1

Record 9
C22H19BrN6OSTi | ωB97M-V/def2-TZVPD

```
51
C22H19BrN6OSTi, DFT ωB97M-V/def2-TZVPD
Ti -0.820 0.452 -0.853
C -2.853 1.563 1.409
N -1.715 2.176 0.718
C -0.654 2.734 1.560
C 0.587 1.920 1.394
N 0.592 0.763 0.778
C 1.887 0.258 0.927
C 2.426 -0.961 0.533
C 3.751 -1.200 0.839
C 4.524 -0.253 1.525
C 3.992 0.951 1.943
C 2.656 1.179 1.637
N 1.790 2.231 1.915
C -2.786 0.074 1.310
N -1.901 -0.550 0.565
C -2.121 -1.924 0.768
C -1.448 -3.044 0.290
C -1.921 -4.284 0.670
C -3.029 -4.418 1.517
C -3.687 -3.316 2.023
C -3.204 -2.074 1.636
N -3.596 -0.780 1.955
H -2.890 1.852 2.463
H -3.781 1.897 0.943
H -2.067 2.871 0.073
H -0.460 3.774 1.295
H -0.937 2.723 2.616
H 1.810 -1.693 0.026
H 4.206 -2.139 0.554
H 5.559 -0.478 1.747
H 4.584 1.673 2.490
H 2.018 3.068 2.424
H -0.588 -2.939 -0.355
H -1.425 -5.175 0.308
H -3.372 -5.409 1.784
H -4.527 -3.417 2.697
H -4.364 -0.527 2.554
O 2.288 2.527 -5.153
C 1.856 1.820 -4.096
C 2.439 0.593 -3.726
C 1.931 -0.093 -2.656
N 0.904 0.428 -1.964
C 0.353 1.588 -2.291
Br -2.715 1.705 -2.111
C 0.787 2.332 -3.365
H 2.996 2.067 -5.618
H 3.269 0.183 -4.289
H 2.335 -1.049 -2.347
H 0.318 3.256 -3.675
S -1.715 -1.955 -3.240
C -1.286 -0.982 -2.146
```

## Properties
* total charge: +1
* multiplicity: 2

The following maximum force values (in eV Å⁻¹) correspond, in order, to the records above: 3.4, 0.6, 4.1, 0.2, 0.1, 1.5, 6.9, 1.3, 3.4.
The following relative energy (zero: lowest compared OMol25 entry of this formula, charge and spin) values (in eV) correspond, in order, to the records above: 0.000, 0.718, 2.719, 2.265, 0.000, 0.848, 3.274, 1.769, 0.000.